{"formula": "C31H39N4O4", "method": "wB97M-V/def2-TZVPD", "symbols": ["C", "C", "C", "C", "N", "C", "C", "O", "C", "C", "C", "H", "H", "H", "H", "H", "H", "H", "H", "H", "H", "H", "H", "H", "H", "H", "C", "N", "C", "O", "C", "C", "C", "C", "C", "C", "C", "C", "N", "C", "C", "C", "C", "C", "C", "C", "N", "O", "O", "C", "C", "C", "C", "C", "H", "H", "H", "H", "H", "H", "H", "H", "H", "H", "H", "H", "H", "H", "H", "H", "H", "H", "H", "H", "H", "H", "H", "H"], "xyz": [[1.83346, -2.66518, 3.09419], [0.98589, -3.72018, 2.32700], [-0.26095, -3.00385, 1.93847], [-0.29668, -1.74198, 2.47994], [-1.30190, -0.82774, 2.41021], [-2.58382, -1.28649, 1.87273], [-3.51406, -0.10344, 1.62245], [-3.61441, 0.73929, 2.77323], [-2.34360, 1.30381, 3.11923], [-1.28402, 0.25117, 3.40334], [0.94434, -1.42628, 3.28955], [2.18992, -3.06563, 4.04773], [2.71451, -2.37295, 2.51320], [1.54564, -4.12403, 1.47771], [0.77170, -4.57887, 2.97886], [-1.11165, -3.49334, 1.47359], [-2.41679, -1.81258, 0.92265], [-3.08322, -1.98893, 2.57392], [-3.15381, 0.45901, 0.73731], [-4.54443, -0.45250, 1.45871], [-1.97164, 1.96666, 2.31092], [-2.54033, 1.89005, 4.02737], [-1.43819, -0.15121, 4.42311], [-0.30250, 0.74209, 3.38237], [0.70761, -1.30079, 4.35770], [1.44687, -0.49732, 2.98486], [4.83570, -7.95457, -3.60040], [4.29026, -7.03987, -2.63077], [5.07723, -6.44727, -1.68260], [6.27596, -6.65533, -1.51222], [4.19013, -5.49945, -0.87859], [4.62318, -4.03856, -1.00007], [5.96032, -3.78671, -0.34420], [7.01299, -3.25322, -1.09351], [8.28817, -3.16398, -0.53631], [8.50399, -3.55948, 0.79158], [7.42341, -3.99431, 1.57102], [6.14882, -4.10516, 1.00670], [2.86284, -5.76239, -1.44473], [1.78694, -5.05878, -1.04997], [0.50237, -5.25895, -1.53783], [-0.64238, -4.61928, -1.07478], [-1.93035, -4.86526, -1.64569], [-3.11262, -4.25994, -1.10086], [-4.34786, -4.43204, -1.69076], [-4.46614, -5.24056, -2.84631], [-5.71236, -5.45173, -3.49385], [-5.71363, -6.19336, -4.50880], [-6.74923, -4.91492, -3.05076], [-3.33587, -5.87185, -3.38995], [-2.10052, -5.69422, -2.80596], [2.88544, -6.67192, -2.60502], [2.50111, -5.95233, -3.90445], [2.02647, -7.92735, -2.40892], [5.90846, -8.05820, -3.43188], [4.35736, -8.93688, -3.51172], [4.66346, -7.58888, -4.62023], [4.20461, -5.81735, 0.17942], [4.67411, -3.78434, -2.07063], [3.85372, -3.39680, -0.54341], [6.82339, -2.95262, -2.12796], [9.11944, -2.80481, -1.14624], [9.50800, -3.51735, 1.21866], [7.57628, -4.27118, 2.61621], [5.30200, -4.46540, 1.59956], [1.97916, -4.27696, -0.31049], [0.38939, -5.95124, -2.36725], [-0.55751, -3.86402, -0.30237], [-3.02590, -3.66041, -0.18910], [-5.24919, -3.96578, -1.30184], [-3.45704, -6.49296, -4.27595], [-1.25440, -6.20447, -3.26863], [3.20612, -5.13067, -4.09004], [2.52936, -6.66736, -4.73544], [1.49655, -5.52747, -3.84122], [2.39552, -8.49112, -1.54262], [0.97974, -7.67871, -2.22722], [2.08495, -8.54993, -3.31117]], "atomic_forces_ev_per_a": [[0.25, -0.05, -0.28], [0.36, -0.27, 0.49], [-0.33, 1.38, 0.59], [0.18, -1.02, -0.28], [-0.24, 0.18, -0.35], [-0.24, 0.26, 0.57], [-0.17, 0.22, 0.26], [0.80, -0.20, -0.40], [-0.36, 0.11, -0.25], [-0.37, -0.16, 0.38], [0.09, -0.21, 0.21], [-0.03, 0.10, -0.19], [-0.06, -0.19, 0.07], [0.05, -0.05, 0.10], [0.03, 0.06, -0.15], [0.12, 0.14, 0.25], [0.10, 0.17, 0.20], [0.30, 0.16, -0.20], [-0.20, -0.02, 0.38], [0.42, 0.05, -0.19], [-0.37, -0.18, 0.22], [0.24, -0.06, -0.36], [0.01, 0.03, -0.31], [-0.29, -0.15, 0.02], [-0.16, 0.02, -0.33], [-0.18, -0.25, -0.07], [-0.21, -0.41, -0.49], [0.41, 0.44, 0.50], [1.41, -0.54, 0.05], [-1.92, 0.49, -0.21], [0.42, -0.39, 0.53], [-0.07, 0.37, -0.21], [0.16, 0.15, 0.17], [-0.06, -0.35, 0.19], [0.00, -0.04, 0.26], [-0.35, 0.08, -0.19], [-0.04, 0.00, -0.15], [0.39, 0.05, -0.30], [-2.06, 1.80, 0.63], [2.31, -0.73, -0.16], [-2.12, 0.30, -0.37], [1.96, -0.50, -0.61], [-2.05, -0.44, -0.99], [1.29, -0.28, -0.10], [-0.73, -0.60, -0.97], [2.29, 0.50, 1.32], [-3.56, -0.81, -2.08], [0.15, 1.53, 2.12], [2.36, -0.82, -0.47], [-0.51, 0.10, 0.01], [0.26, 0.54, 0.81], [0.08, -0.73, -0.69], [0.12, 0.32, 0.08], [0.04, -0.08, 0.35], [-0.19, 0.10, 0.09], [0.20, 0.10, 0.01], [0.13, -0.03, 0.17], [-0.03, 0.11, -0.43], [-0.03, 0.02, 0.28], [0.14, -0.13, -0.10], [0.20, -0.14, 0.31], [-0.25, -0.08, 0.24], [-0.35, 0.01, -0.13], [-0.02, 0.10, -0.34], [0.35, 0.09, -0.08], [-0.08, -0.44, -0.09], [-0.06, 0.24, 0.56], [0.04, -0.07, 0.12], [-0.04, -0.16, -0.39], [0.21, -0.07, 0.01], [0.04, 0.19, 0.29], [-0.28, 0.23, 0.16], [-0.17, -0.23, -0.06], [0.02, 0.26, 0.19], [0.20, -0.10, -0.21], [-0.10, 0.04, -0.24], [0.17, -0.22, -0.10], [-0.01, 0.15, 0.32]], "mulliken_charge": [-0.7548, -0.5510, -1.3004, 0.8314, 0.0709, -0.3543, -0.8158, -0.3616, -0.6842, -0.5017, -0.7973, 0.3346, 0.1774, -0.3803, 0.3820, 1.4220, 0.2049, 0.2915, 0.3828, 0.3479, 0.3473, 0.3382, 0.3214, 0.3071, 0.3044, 0.4139, -0.9120, 0.2598, 0.1338, -0.6821, -0.0351, -0.3504, 0.5052, -0.3943, -0.5698, -0.4982, -0.6585, -0.2786, 0.6574, 0.3315, 0.3060, -0.6170, 0.5759, -0.0156, -0.7111, -0.0977, 0.9323, -0.5624, -0.5580, -0.6228, -0.5383, 0.1032, -1.5477, -1.5739, 0.3821, 0.2968, 0.3064, 0.3253, 0.3506, 0.3564, 0.3345, 0.3732, 0.3763, 0.3806, 0.3011, 0.4925, -0.8633, 0.9609, 0.2518, 0.5046, 0.4911, 0.2991, 0.3249, 0.5087, 0.4433, 0.3786, 0.3753, 0.4916], "total_charge": 1, "multiplicity": 1}



{"formula": "C22H24N4NiO3S", "method": "wB97M-V/def2-TZVPD", "symbols": ["C", "C", "H", "H", "C", "C", "H", "H", "C", "H", "H", "H", "C", "H", "H", "H", "Ni", "O", "C", "O", "C", "O", "N", "C", "C", "H", "H", "H", "H", "C", "C", "H", "H", "H", "N", "C", "C", "C", "C", "C", "C", "N", "C", "C", "C", "S", "C", "N", "H", "H", "H", "H", "H", "H", "H"], "xyz": [[-0.76058, -2.13319, -7.21941], [-1.31916, -1.28013, -8.11987], [-0.88148, -3.21491, -7.27636], [0.15303, -1.71674, -6.69589], [-1.24435, 0.10512, -7.72452], [-1.13914, 0.37135, -6.36154], [-1.84425, -0.12465, -5.64746], [-0.68609, 1.30693, -5.99679], [-1.88424, -1.71463, -9.45717], [-1.83402, -2.80986, -9.54314], [-1.34344, -1.28638, -10.32276], [-2.95449, -1.45345, -9.54992], [-1.49641, 1.13058, -8.79104], [-2.54112, 1.07731, -9.14982], [-0.83782, 1.00106, -9.66306], [-1.33679, 2.15676, -8.43977], [-0.40714, 0.18301, -0.58435], [-0.55584, -0.25146, -2.55916], [0.25846, -0.04452, -3.50669], [0.71008, 1.66949, -1.11120], [1.36864, 1.72430, -2.17591], [2.35777, 2.58286, -2.27920], [1.19083, 0.99768, -3.34036], [3.12018, 2.25467, -3.48129], [2.16627, 1.46855, -4.34346], [4.00485, 1.66537, -3.15864], [3.45724, 3.20390, -3.92719], [2.69891, 0.63879, -4.82552], [1.66614, 2.13412, -5.07662], [0.27598, -0.70242, -4.77657], [-0.19118, -1.99546, -5.13894], [0.92538, -0.21096, -5.51141], [-1.27194, -2.12941, -5.10493], [0.43806, -2.91164, -4.88411], [-1.12124, -0.18207, 3.25880], [-0.33624, 0.95942, 3.46000], [0.06331, 1.61462, 4.62526], [0.94288, 2.71139, 4.44792], [1.40434, 3.08945, 3.16430], [0.97924, 2.41398, 2.00687], [0.09286, 1.34362, 2.18243], [-0.42862, 0.46224, 1.24757], [-1.15637, -0.46194, 1.92569], [-1.71126, -1.50838, 1.11963], [-2.42770, -2.67289, 1.30359], [-2.68324, -3.48870, -0.24530], [-1.81928, -2.26324, -1.06752], [-1.39501, -1.30478, -0.22553], [-1.62063, -0.71456, 3.96527], [-0.28536, 1.29710, 5.61000], [1.29597, 3.29636, 5.30555], [2.10905, 3.92651, 3.04256], [1.28523, 2.65636, 0.99985], [-2.79814, -3.00755, 2.26170], [-1.64358, -2.21822, -2.14377]], "atomic_forces_ev_per_a": [[1.86, -0.18, -1.71], [-0.37, 0.75, 0.08], [0.28, 0.24, 0.00], [-1.02, -0.81, -1.22], [-0.46, -0.78, -1.21], [-0.33, 1.02, 1.64], [0.85, 0.44, -0.83], [-0.97, -0.07, -0.48], [-0.81, -0.50, 0.23], [0.09, 0.36, -0.02], [-0.15, -0.08, 0.64], [0.46, 0.07, -0.06], [0.61, 0.86, 0.06], [0.40, -0.19, 0.22], [-0.25, -0.19, 0.19], [-0.10, -0.24, 0.09], [0.76, 0.86, -2.50], [0.40, -0.42, 0.50], [-0.53, 0.31, -0.66], [0.65, -0.21, -0.96], [-0.89, -0.09, 0.68], [-0.14, -0.49, -0.28], [0.49, 0.34, 0.57], [1.08, 0.64, 0.38], [-0.25, 0.07, -0.40], [-0.59, 0.36, -0.17], [-0.19, -0.49, 0.21], [-0.38, 0.27, 0.03], [0.23, -0.60, 0.24], [1.13, 1.91, -0.21], [-0.79, -2.55, 3.29], [0.41, -0.44, 0.56], [0.20, -0.45, 0.54], [-0.85, 1.21, -0.64], [-0.43, -0.61, -0.75], [-0.03, -0.29, -0.09], [0.65, 0.97, -0.17], [-0.47, -0.64, -0.05], [-0.26, -0.32, -0.85], [-0.12, 0.07, 0.90], [0.43, 0.34, 0.07], [-0.84, -0.99, 1.23], [1.41, 2.18, 0.86], [-1.05, -2.05, -1.54], [0.49, 0.87, -0.68], [0.45, 0.96, 1.08], [0.08, 0.99, 1.97], [-0.85, -1.75, -0.63], [0.26, 0.25, -0.14], [0.17, 0.18, -0.32], [-0.26, -0.44, -0.29], [-0.46, -0.48, 0.24], [0.20, 0.25, 0.15], [-0.12, -0.39, -0.27], [-0.06, -0.04, 0.47]], "mulliken_charge": [-1.1219, 1.0056, 0.4222, 0.3191, 1.3833, -1.3727, 0.4897, 0.3114, -1.4859, 0.3913, 0.3387, 0.3319, -1.5180, 0.3445, 0.3712, 0.3942, -0.0768, -0.9754, 0.5089, -0.7299, 0.6214, -0.3077, 0.3220, -0.5311, -0.5314, 0.2674, 0.3384, 0.4750, 0.2508, -0.2737, -1.2234, 0.5823, 0.4430, 0.3732, -0.0024, 0.3597, -0.9939, -0.4460, -0.5993, -0.4755, 1.0200, -0.0712, 0.3928, -0.1242, -0.1475, -0.0249, 0.1781, 0.2119, 0.2403, 0.3975, 0.3846, 0.4020, 0.4209, 0.4280, 0.3116], "total_charge": 2, "multiplicity": 3}



Record-wise energy relative to the best compared isomer or geometry (same formula, charge and spin) values, in kcal/mol: 0.0, 10.7